(1)
The following is a DFT calculation (ωB97M-V/def2-TZVPD) of 2 unconnected molecules or ions with the total composition C4H9BrOS.

energy above the lowest of the compared OMol25 structures with the same formula, charge and spin	29.7	kcal/mol
structure (SMILES)	C=CBr.CCSO
Kohn-Sham gap	9.1	eV
HOMO	-0.3080	Eh

Geometry (Å):
C 0.218 -1.659 -2.511
C -0.116 -2.687 -1.754
Br 0.227 -2.708 0.080
H 0.361 -1.628 -3.654
H 0.451 -0.703 -2.097
H -0.248 -3.657 -2.248
C 0.290 1.169 2.186
C 0.376 2.131 0.947
S -0.317 1.175 -0.475
O -1.751 0.613 0.228
H 1.274 1.056 2.591
H -0.117 1.550 3.166
H 0.030 0.099 1.874
H 1.345 2.376 0.749
H -0.116 3.016 1.191
H -1.908 -0.142 -0.273

=====

(2)
The following is a DFT calculation (ωB97M-V/def2-TZVPD) of C18H22N4O5 in the gas phase.

energy above the lowest of the compared OMol25 structures with the same formula, charge and spin	525.5	kcal/mol
structure (SMILES)	COc1ccccc1N1CCN(C(=O)c2noc(C(C)C)c2[N+](=O)[O-])CC1
Kohn-Sham gap	6.5	eV
HOMO	-0.2690	Eh

Geometry (Å):
C 3.794 2.250 -3.311
O 2.722 1.282 -2.913
C 2.794 -0.127 -3.185
C 4.126 -0.540 -3.709
C 4.337 -1.797 -3.804
C 3.303 -2.951 -3.224
C 2.182 -2.391 -2.708
C 1.908 -0.897 -2.586
N 0.939 -0.525 -1.975
C 0.276 0.677 -2.452
C -1.284 0.676 -2.312
N -1.823 0.101 -1.126
C -2.354 1.163 -0.315
O -2.943 2.264 -0.627
C -2.670 0.639 1.083
N -3.807 -0.129 1.632
O -3.677 -0.058 2.884
C -2.672 0.304 3.295
C -2.451 0.367 4.892
C -1.531 -0.663 5.025
C -3.660 0.095 5.659
C -1.706 0.943 2.284
N -0.523 1.447 2.381
O 0.013 1.815 3.403
O -0.060 1.347 1.290
C -1.029 -1.072 -0.526
C 0.486 -0.622 -0.667
H 3.863 2.102 -4.333
H 3.372 3.122 -2.965
H 4.741 1.875 -2.771
H 4.747 0.132 -3.977
H 5.097 -2.300 -4.113
H 3.297 -3.868 -3.166
H 1.467 -3.046 -2.363
H 0.321 1.071 -3.533
H 0.424 1.684 -1.829
H -1.598 1.808 -2.596
H -1.617 -0.022 -3.235
H -1.969 1.360 5.014
H -1.707 -1.792 4.930
H -0.382 -0.433 4.580
H -1.251 -0.688 6.219
H -3.552 0.109 6.595
H -4.406 0.974 5.399
H -4.238 -0.748 5.249
H -1.568 -1.477 0.298
H -1.492 -1.620 -1.362
H 0.916 -1.790 -0.434
H 0.844 -0.050 0.009

=====

(3)
The following is a DFT calculation (ωB97M-V/def2-TZVPD) of 12 unconnected molecules or ions with the total composition C36H100O24P4.

structure (SMILES)	COP(=O)(OC)OC.COP(=O)(OC)OC.COP(=O)(OC)OC.COP(=O)(OC)OC.CC(C)O.CC(C)O.CC(C)O.CC(C)O.CC(C)O.CC(C)O.CC(C)O.CC(C)O
Kohn-Sham gap	9.8	eV
HOMO	-0.3476	Eh

Geometry (Å):
C 7.790 -0.212 -4.411
O 6.849 0.295 -3.425
P 5.360 -0.345 -3.383
O 4.506 -0.053 -4.525
O 5.728 -1.904 -3.210
C 6.718 -2.407 -2.311
O 4.790 0.092 -1.945
C 4.262 1.412 -1.731
H 8.777 -0.430 -4.003
H 7.876 0.556 -5.180
H 7.355 -1.070 -4.924
H 7.243 -3.117 -2.950
H 6.269 -2.857 -1.426
H 7.390 -1.610 -1.991
H 4.027 1.908 -2.673
H 4.895 2.112 -1.186
H 3.337 1.384 -1.156
C 4.316 -1.521 1.137
O 3.418 -0.967 2.019
P 3.701 0.462 2.783
O 2.722 0.833 3.874
O 3.831 1.552 1.567
C 4.152 2.935 1.740
O 5.271 0.396 3.296
C 5.701 -0.576 4.223
H 4.650 -2.496 1.492
H 5.154 -0.877 0.873
H 3.759 -1.711 0.219
H 3.977 3.225 2.776
H 3.662 3.702 1.141
H 5.220 3.064 1.567
H 6.341 -1.223 3.623
H 4.903 -1.224 4.586
H 6.189 -0.160 5.104
C -1.476 -2.313 4.560
O -1.408 -2.390 5.988
P -1.855 -1.057 6.872
O -1.866 -1.277 8.338
O -3.316 -0.698 6.279
C -4.356 -1.662 6.338
O -0.825 0.092 6.383
C 0.549 -0.004 6.552
H -2.040 -3.145 4.138
H -0.436 -2.424 4.254
H -1.775 -1.385 4.074
H -4.688 -1.949 5.341
H -5.179 -1.271 6.935
H -4.012 -2.590 6.795
H 1.022 -0.191 5.588
H 0.942 -0.737 7.256
H 0.948 0.955 6.883
C -2.581 2.706 1.772
O -3.490 3.607 2.395
P -5.084 3.410 2.303
O -5.934 4.532 2.801
O -5.361 2.029 3.046
C -5.630 1.972 4.481
O -5.316 2.982 0.747
C -6.552 2.802 0.219
H -1.780 3.146 1.178
H -3.093 1.912 1.228
H -2.047 2.256 2.609
H -4.674 1.826 4.983
H -6.281 1.105 4.599
H -6.148 2.795 4.973
H -7.323 3.509 0.524
H -6.851 1.765 0.370
H -6.511 2.972 -0.857
C 0.871 3.239 -5.105
C 1.490 1.875 -4.894
C 0.574 0.698 -5.184
O 2.609 1.777 -5.708
H 1.100 3.475 -6.144
H 1.303 4.008 -4.465
H -0.195 3.232 -4.877
H 1.912 1.792 -3.892
H 1.069 -0.266 -5.300
H 0.070 0.972 -6.111
H -0.167 0.625 -4.388
H 3.148 1.043 -5.404
C -3.435 4.728 -2.985
C -3.087 3.843 -1.779
C -3.229 2.358 -2.081
O -1.747 4.022 -1.405
H -3.394 5.804 -2.814
H -4.501 4.549 -3.121
H -2.776 4.502 -3.823
H -3.670 4.064 -0.885
H -4.247 2.169 -2.420
H -3.027 1.787 -1.175
H -2.571 2.085 -2.905
H -1.568 4.950 -1.568
C 2.874 6.159 -2.596
C 2.811 5.477 -1.274
C 1.838 4.265 -1.231
O 4.120 5.038 -0.979
H 2.972 5.423 -3.394
H 3.597 6.957 -2.762
H 1.887 6.594 -2.757
H 2.587 6.201 -0.490
H 1.530 4.023 -0.214
H 2.413 3.463 -1.694
H 0.910 4.541 -1.732
H 4.397 4.626 -1.800
C 2.855 -3.192 -2.787
C 1.510 -3.946 -3.150
C 1.720 -5.434 -3.298
O 0.628 -3.767 -2.122
H 2.658 -2.124 -2.879
H 3.713 -3.482 -3.393
H 3.113 -3.268 -1.731
H 1.112 -3.553 -4.086
H 0.751 -5.932 -3.286
H 2.318 -5.812 -2.468
H 2.284 -5.574 -4.220
H 0.479 -2.825 -2.016
C -4.444 -1.218 2.193
C -4.833 -2.629 2.397
C -6.374 -2.700 2.478
O -4.278 -3.239 1.228
H -4.880 -0.770 1.300
H -3.383 -1.007 2.059
H -4.679 -0.535 3.009
H -4.307 -3.023 3.267
H -6.661 -3.607 3.010
H -6.795 -2.643 1.474
H -6.837 -1.855 2.987
H -4.744 -4.045 0.995
C 1.453 -4.182 1.492
C 0.162 -5.044 1.293
C -1.068 -4.164 1.148
O 0.249 -5.747 0.079
H 1.791 -3.686 0.582
H 2.269 -4.799 1.869
H 1.315 -3.395 2.233
H 0.034 -5.642 2.195
H -1.362 -3.893 2.162
H -1.872 -4.753 0.707
H -0.967 -3.175 0.699
H 0.359 -5.042 -0.562
C -4.468 -2.415 -2.160
C -2.921 -2.317 -2.073
C -2.281 -1.514 -3.231
O -2.663 -1.568 -0.885
H -4.837 -1.391 -2.214
H -4.822 -2.734 -1.179
H -4.818 -3.046 -2.977
H -2.488 -3.318 -2.071
H -2.856 -0.623 -3.483
H -2.237 -2.084 -4.159
H -1.224 -1.283 -3.094
H -2.973 -2.044 -0.111
C 0.112 1.146 -0.794
C 0.605 -0.162 -0.154
C 0.018 -0.332 1.248
O 0.002 -1.165 -0.873
H -0.971 1.263 -0.801
H 0.461 1.177 -1.827
H 0.533 2.028 -0.311
H 1.686 -0.224 -0.033
H 0.154 -1.325 1.675
H -1.053 -0.145 1.320
H 0.524 0.358 1.924
H -0.952 -1.126 -0.773

=====

(4)
The following is a DFT calculation (ωB97M-V/def2-TZVPD) of a molecular structure, C24H40AlF12O17S4.

Kohn-Sham gap	3.3	eV
HOMO	-0.2295	Eh
total charge	-1

Geometry (Å):
Al 0.342 -0.109 0.111
C 2.351 3.364 3.467
F 3.414 2.733 3.970
F 1.303 3.007 4.237
F 2.535 4.681 3.424
S 1.978 2.589 1.729
O 2.493 1.237 1.643
O 0.508 2.514 1.525
O 2.671 3.496 0.796
C -1.489 -4.749 1.605
F -2.701 -5.224 1.368
F -1.512 -4.150 2.827
F -0.573 -5.742 1.684
S -1.030 -3.364 0.216
O -1.589 -3.791 -1.099
O -1.650 -2.081 0.623
O 0.395 -3.002 0.108
C -1.919 4.624 -1.218
F -1.738 5.931 -1.207
F -2.201 4.350 0.087
F -2.901 4.290 -1.981
S -0.291 3.625 -1.675
O -0.157 3.462 -3.118
O 0.742 4.460 -1.032
O -0.505 2.343 -1.045
C 3.402 1.651 -3.882
F 2.221 1.841 -4.466
F 3.739 0.376 -4.036
F 4.365 2.416 -4.449
S 3.433 1.972 -2.043
O 2.368 1.152 -1.457
O 4.764 1.711 -1.560
O 3.043 3.437 -1.941
C 5.076 -2.515 -0.394
C 4.419 -2.506 -1.762
C 2.953 -2.420 -1.435
O 2.982 -1.517 -0.266
C 4.265 -1.467 0.402
H 6.148 -2.327 -0.442
H 4.994 -3.557 -0.083
H 4.647 -3.396 -2.349
H 4.765 -1.583 -2.227
H 2.555 -3.363 -1.062
H 2.327 -2.043 -2.244
H 4.277 -1.744 1.456
H 4.689 -0.465 0.331
C -4.017 0.649 3.269
C -3.794 1.996 2.644
C -2.297 1.886 2.396
O -2.092 0.537 1.979
C -3.177 -0.269 2.390
H -5.046 0.292 3.223
H -3.736 0.589 4.320
H -4.189 2.824 3.233
H -4.320 2.005 1.690
H -1.691 2.187 3.251
H -1.994 2.604 1.634
H -2.805 -1.012 3.095
H -3.711 -0.659 1.523
C -4.687 0.805 -1.085
C -4.681 -0.336 -2.027
C -3.306 -1.055 -1.719
O -2.466 0.056 -1.164
C -3.236 1.270 -1.143
H -4.922 0.612 -0.039
H -5.128 1.715 -1.491
H -4.696 0.140 -3.008
H -5.595 -0.923 -1.931
H -2.844 -1.393 -2.647
H -3.392 -1.835 -0.963
H -2.950 1.666 -2.117
H -2.919 2.001 -0.399
C 0.565 -2.029 -4.600
C -0.008 -0.689 -5.002
C -0.502 -0.023 -3.693
O -0.082 -0.913 -2.710
C -0.214 -2.248 -3.351
H 1.629 -2.131 -4.384
H 0.272 -2.892 -5.198
H -0.781 -0.715 -5.770
H 0.761 -0.077 -5.475
H -1.590 0.054 -3.702
H -0.090 0.970 -3.513
H -1.246 -2.595 -3.402
H 0.291 -2.968 -2.707
C 1.181 -0.287 5.148
C 2.205 -1.001 4.375
C 1.295 -1.887 3.477
O 0.227 -0.982 3.118
C 0.046 0.016 4.149
H 1.438 0.654 5.635
H 0.918 -1.059 5.871
H 2.936 -1.409 5.071
H 2.706 -0.289 3.718
H 0.811 -2.777 3.879
H 1.778 -2.253 2.572
H -0.922 -0.015 4.649
H 0.164 1.041 3.799

=====

(5)
The following is a DFT calculation (ωB97M-V/def2-TZVPD) of C4H7O3 in the gas phase.

energy above the lowest of the compared OMol25 structures with the same formula, charge and spin	9.5	kcal/mol
Kohn-Sham gap (spin up / spin down)	11.0 / 8.1	eV
HOMO (spin up / spin down)	-0.3803 / -0.3701	Eh
multiplicity	2

Geometry (Å):
C -0.444 -2.090 0.260
O -0.715 -2.204 1.553
C 0.267 -0.701 -0.466
C -0.217 0.512 0.274
C 0.184 1.804 -0.340
O 1.073 2.549 0.520
O -0.336 2.422 -1.203
H 0.210 -2.937 -0.077
H -1.370 -1.984 -0.350
H -0.041 -0.744 -1.506
H 1.342 -0.869 -0.428
H -1.332 0.557 0.304
H 0.024 0.218 1.299
H 1.356 3.467 0.159

=====

(6)
The following is a DFT calculation (ωB97M-V/def2-TZVPD) of a molecular structure, C37H60BF2HfN12OP.

Kohn-Sham gap	7.7	eV
HOMO	-0.2596	Eh

Geometry (Å):
Hf -21.604 -0.688 -2.006
C -20.316 2.669 -4.930
C -20.735 1.410 -4.655
N -21.004 1.255 -3.361
N -20.743 2.495 -2.795
C -20.386 3.334 -3.754
B -20.900 2.801 -1.271
N -22.376 2.402 -0.877
C -23.347 3.198 -0.414
C -24.492 2.417 -0.179
C -23.985 1.088 -0.454
N -22.762 1.140 -0.938
N -20.010 1.802 -0.506
C -19.049 2.055 0.402
C -18.565 0.896 0.926
C -19.294 -0.122 0.238
N -20.129 0.419 -0.639
H -20.022 3.105 -5.886
H -21.016 0.589 -5.315
H -20.137 4.418 -3.468
H -20.680 3.936 -1.124
H -23.207 4.314 -0.292
H -25.446 2.743 0.033
H -24.518 0.180 -0.255
H -18.871 3.111 0.611
H -17.862 0.865 1.783
H -19.214 -1.156 0.344
F -22.622 -1.706 0.664
C -23.213 -1.692 -0.597
F -23.553 -3.017 -0.872
H -24.151 -1.299 -0.298
N -20.286 -2.137 -1.757
P -19.472 -3.451 -1.459
N -19.317 -4.009 0.068
C -20.535 -4.217 0.818
C -20.488 -3.412 2.134
C -19.234 -3.734 2.914
C -17.919 -3.599 2.099
C -18.122 -4.411 0.795
N -17.892 -3.192 -2.007
C -17.273 -1.867 -1.879
C -15.956 -1.864 -2.628
C -16.203 -2.494 -4.086
C -16.922 -3.809 -4.082
C -17.158 -4.271 -2.658
N -20.190 -4.756 -2.240
C -21.112 -4.445 -3.355
C -21.401 -5.766 -4.081
C -22.269 -6.608 -3.129
C -21.659 -6.515 -1.655
C -20.215 -6.105 -1.744
H -20.619 -5.245 1.143
H -21.346 -4.131 0.165
H -21.404 -3.477 2.664
H -20.397 -2.342 1.862
H -19.211 -4.765 3.325
H -19.245 -3.061 3.763
H -17.089 -3.981 2.673
H -17.800 -2.525 1.851
H -18.182 -5.453 1.130
H -17.293 -4.334 0.095
H -17.083 -1.615 -0.842
H -17.935 -1.074 -2.248
H -15.203 -2.559 -2.190
H -15.568 -0.847 -2.677
H -15.183 -2.451 -4.505
H -16.813 -1.808 -4.603
H -16.359 -4.471 -4.695
H -17.900 -3.702 -4.531
H -16.205 -4.467 -2.216
H -17.758 -5.214 -2.672
H -20.675 -3.732 -4.005
H -22.050 -3.914 -3.152
H -20.439 -6.214 -4.395
H -21.913 -5.510 -5.042
H -22.397 -7.611 -3.472
H -23.312 -6.265 -3.207
H -21.766 -7.371 -0.999
H -22.114 -5.621 -1.157
H -19.626 -6.734 -2.465
H -19.793 -6.222 -0.772
O -21.085 1.395 2.566
C -21.408 1.970 3.588
C -22.151 3.287 3.615
C -23.654 2.906 3.430
C -24.167 1.749 4.185
C -23.561 0.350 3.932
C -22.247 0.083 4.649
N -21.457 1.278 4.774
H -21.718 3.922 2.842
H -22.089 3.934 4.549
H -23.864 2.641 2.376
H -24.295 3.784 3.620
H -25.296 1.681 4.043
H -24.071 1.961 5.296
H -23.371 0.309 2.811
H -24.293 -0.481 4.111
H -21.709 -0.731 4.165
H -22.427 -0.263 5.634
H -21.833 1.916 5.481
C -24.279 -0.978 -3.722
C -23.112 -1.255 -4.608
C -23.031 -1.611 -5.938
C -21.635 -1.769 -6.233
C -20.930 -1.584 -5.048
C -19.416 -1.557 -4.987
N -21.846 -1.276 -4.071
H -24.244 -1.680 -2.822
H -25.130 -1.322 -4.244
H -24.416 0.079 -3.499
H -23.947 -1.660 -6.472
H -21.203 -1.916 -7.212
H -19.146 -2.086 -5.892
H -18.988 -2.018 -4.086
H -18.956 -0.604 -5.137

=====

(7)
The following is a DFT calculation (ωB97M-V/def2-TZVPD) of C5H10O in the gas phase.

energy above the lowest of the compared OMol25 structures with the same formula, charge and spin	8.9	kcal/mol
structure (SMILES)	C[C@@H]1CCCO1
Kohn-Sham gap	10.7	eV
HOMO	-0.3510	Eh

Geometry (Å):
C 0.402 -1.581 1.131
C 0.706 -0.226 0.532
C -0.444 0.802 0.638
C -0.474 1.372 -0.780
C -0.154 0.116 -1.574
O 0.952 -0.423 -0.872
H 0.197 -1.488 2.201
H -0.473 -2.011 0.629
H 1.256 -2.248 0.976
H 1.620 0.183 0.986
H -0.274 1.562 1.408
H -1.393 0.300 0.870
H -1.406 1.873 -1.053
H 0.362 2.067 -0.913
H -1.008 -0.585 -1.562
H 0.131 0.288 -2.616